Computed, not measured: the ion CH4S with charge -1 in a non-equilibrium geometry, with wB97M-V/def2-TZVPD.

Structure (XYZ):
```
6
Properties=species:S:1:pos:R:3
C -0.13694 -0.44621 0.20818
S -0.08809 0.64933 -1.22686
H 0.67220 -0.21837 0.92702
H -1.02985 -0.27732 0.81285
H 0.09943 -1.44115 -0.15192
H 0.48325 1.73372 -0.56926
```

Values from the calculation:
Multiplicity: 2
⟨S²⟩: 0.751
Energy relative to the best compared isomer or geometry (same formula, charge and spin): 27.0 kcal/mol
HOMO-LUMO gap (spin up / spin down): 2.68 / 8.67 eV
Calculated total energy: -438.61705 hartree
HOMO (spin up / spin down): 1.3 / -4.4 eV
Net charge: -1